(1)
25
Properties=species:S:1:pos:R:3:forces:R:3 method="wB97M-V/def2-TZVPD" total_charge=0 lumo_energy_ev=-1.2 homo_lumo_gap_ev=7.5
Au -1.4261 -1.2416 -2.2226 0.2423 0.0991 -0.2154
C -1.8156 1.3580 0.3469 -0.0882 0.1852 -0.0961
Te -0.4571 0.9653 -1.3063 -0.6547 -0.0171 0.7512
C 0.8793 0.3387 0.2451 0.3139 -0.0257 -0.3070
C 0.1690 0.4307 1.5550 -0.1923 0.0163 0.0760
C 0.8091 0.0509 2.7302 -0.0689 0.0359 0.0749
C 0.1473 0.1472 3.9402 0.1348 -0.0786 0.0167
C -1.1574 0.6086 3.9861 -0.1257 -0.0085 0.0306
C -1.7979 0.9824 2.8211 0.0352 0.0120 0.1246
C -1.1355 0.9080 1.6030 0.0998 -0.0897 0.0161
H -2.7596 0.8274 0.2174 0.1126 0.0426 -0.1955
H -2.0433 2.4218 0.4249 0.0393 0.0494 -0.1840
H 1.7367 1.0119 0.2145 -0.0147 0.0148 -0.1324
H 1.2470 -0.6622 0.0328 -0.0902 0.0099 -0.1561
H 1.8262 -0.3135 2.6938 0.0760 -0.0364 -0.0065
H 0.6393 -0.1421 4.8553 0.1143 -0.0523 0.0829
H -1.6692 0.6663 4.9340 -0.0913 0.0379 0.0914
H -2.8158 1.3450 2.8482 -0.0921 0.0325 0.0297
Cl -0.4655 -2.2020 -4.6033 -0.7947 -0.3532 -0.0536
C 1.2650 -1.8380 -4.6955 0.9862 0.5190 0.3594
C 1.7498 -0.7027 -3.7167 -0.5704 -0.4669 -0.2194
O 2.7924 -0.1589 -4.0020 0.6074 0.1418 -0.3615
O 0.9976 -0.5044 -2.7185 0.2055 -0.1464 0.2295
H 1.4777 -1.5405 -5.7192 -0.0898 -0.0106 0.0590
H 1.8057 -2.7568 -4.4654 -0.0945 0.0891 -0.0146

***

(2)
110
Properties=species:S:1:pos:R:3:forces:R:3 method="wB97M-V/def2-TZVPD" total_charge=+1 lumo_energy_ev=-4.4 homo_lumo_gap_ev=5.8
C -3.5944 1.1255 4.8706 -0.0814 0.3303 0.5608
C -2.0631 0.7913 5.3298 -2.4000 -0.4328 -0.8679
O -1.5160 2.0039 5.8992 1.3859 -0.9508 -1.3954
C -0.0925 2.1289 5.6793 1.6232 0.4275 1.4851
C 0.3215 3.5740 5.0353 -2.2080 -1.0919 -0.1266
O 1.4501 3.4351 4.0757 -1.6494 1.6093 -2.8207
C 1.0516 4.0068 2.8204 0.4758 2.4840 -0.7064
C 1.3451 5.5066 2.4557 -1.7316 -1.9902 -2.2269
C 0.8531 6.1283 1.0847 -0.7250 -3.7559 1.6135
C 1.1701 7.6803 0.8284 0.8397 -0.4554 0.5023
Cl -0.3504 8.6996 0.4870 1.0897 -1.1779 0.2313
C 2.2901 7.9637 -0.2848 0.5250 1.2423 0.2040
C 3.8066 7.7066 0.2458 -0.7802 -0.7334 -0.2729
C 0.0708 5.1546 0.1327 1.2093 -0.6791 2.1432
C -0.4732 5.6976 -1.3024 0.7435 -0.4122 0.4829
C -2.0050 6.2496 -1.2036 1.1748 0.0684 0.1648
N -2.9550 5.3657 -1.9465 0.4750 -0.1069 1.3601
C -0.1786 3.6606 0.5765 0.8467 2.4013 0.0721
C -1.0107 2.6695 -0.3548 -0.5023 0.8261 -0.1153
C -0.1342 1.7992 -1.3804 1.2795 -0.1018 0.1401
C 0.5535 0.4884 -0.7608 0.5193 -0.4048 -0.6789
C -0.4615 -0.6803 -0.3249 0.4892 -1.2087 0.4507
N -1.9161 -0.3704 -0.5368 -0.4804 -1.2778 1.0070
C -2.7314 -1.6250 -0.6915 -1.6232 -0.6745 -0.9891
N -3.6299 -1.7734 -1.6528 3.0374 1.5303 2.6304
N -2.5210 -2.6884 0.3293 -1.4174 2.4007 -0.2339
N 0.3180 3.1760 1.8715 0.6641 2.9179 -0.4735
Cl 0.0131 1.5506 2.3829 0.0689 1.0680 -0.5320
H -3.7053 1.1946 3.7267 0.1383 -0.3132 1.7758
H -4.3387 0.3699 5.3362 1.2812 1.1418 -1.0833
H -3.9040 2.1538 5.2898 0.6413 -1.5659 -0.5741
H -2.1410 -0.0893 6.0541 0.5711 1.4056 -0.6267
H -1.5338 0.4178 4.3878 -0.2469 0.7004 1.4023
H 0.4242 2.1173 6.7190 -0.8579 -0.1679 -1.6268
H 0.3554 1.2554 5.0944 -0.7236 1.3520 0.6113
H 0.5493 4.3181 5.8729 -0.0966 -0.9199 -1.5412
H -0.5837 3.8750 4.3858 1.1899 -0.0724 1.4627
H 1.9232 6.1755 3.1970 -1.0946 -1.4963 -1.2233
H 1.5717 8.0999 1.8294 -0.7511 -0.7452 -1.6860
H 2.1226 7.4242 -1.2774 0.0668 0.6211 1.5478
H 2.2344 9.0976 -0.5159 -0.2252 -1.9049 0.4027
H 4.1164 6.6824 -0.1984 -0.0331 1.8511 0.9296
H 4.4681 8.5666 -0.1096 -0.8152 -1.4674 0.3894
H 3.8726 7.6629 1.3949 -0.1696 0.0441 -1.7679
H -0.3894 4.8412 -2.0771 -0.2205 1.3252 1.3479
H 0.2407 6.5207 -1.6967 -1.1711 -1.3569 0.9840
H -1.9872 7.3232 -1.6129 -0.2341 -1.6888 0.5114
H -2.2478 6.2923 -0.0816 0.0540 0.0290 -1.9575
H -2.4735 4.8482 -2.6993 -0.4894 0.4365 0.6186
H -3.3394 4.6912 -1.2525 0.2594 0.5818 -1.0863
H -1.7129 2.0653 0.3176 1.1600 0.7269 -1.0479
H -1.6999 3.3399 -1.0019 1.2207 -0.9890 1.2932
H -0.6957 1.4921 -2.3357 0.4207 0.6074 1.7699
H 0.7331 2.4804 -1.7417 -1.3890 -1.0381 0.5621
H 1.2123 0.0427 -1.6056 -1.0527 0.8121 1.3767
H 1.3045 0.7239 0.0907 -1.4152 -0.2396 -1.3581
H -0.3316 -0.9678 0.7890 0.2843 0.4628 -1.6670
H -0.2486 -1.6570 -0.9120 -0.1288 1.7621 0.9086
H -2.2406 -0.0020 0.3858 0.1078 -0.1216 -1.0640
H -3.5636 -0.8673 -2.1712 -0.1837 -0.9773 0.1974
H -2.2319 -2.2161 1.2135 0.0252 -0.5746 -0.9423
H -3.4770 -3.0422 0.5554 1.0504 -0.0682 -0.5776
F 2.1441 -3.1507 1.5729 -0.1388 0.0530 0.1978
C 2.8497 -3.1459 0.4293 0.4592 -0.0295 -0.7731
C 3.6737 -2.0686 0.1428 -0.0660 0.1511 0.1477
C 4.4086 -2.0644 -1.0388 -0.1807 -0.2872 -0.0728
C 4.3024 -3.1337 -1.9254 0.0226 0.0675 0.0019
C 3.4676 -4.2084 -1.6297 0.1077 0.2602 0.0802
C 2.7411 -4.2176 -0.4430 -0.1326 -0.1082 0.0914
H 3.7371 -1.2417 0.8412 0.0112 -0.0761 0.0170
H 5.0623 -1.2296 -1.2689 -0.0725 -0.0752 0.0576
H 4.8725 -3.1281 -2.8491 -0.0659 -0.0153 0.1140
H 3.3827 -5.0383 -2.3229 -0.0207 0.0739 0.1362
H 2.0933 -5.0499 -0.1927 0.0113 0.0569 -0.0077
F 2.6678 -7.3104 -2.5412 -0.1932 0.1796 -0.0397
C 3.6055 -8.2402 -2.2904 0.6955 -0.7072 0.1883
C 3.8578 -9.2244 -3.2330 -0.1572 0.0642 -0.1889
C 4.8318 -10.1837 -2.9761 0.0113 0.1878 0.3082
C 5.5352 -10.1540 -1.7738 0.0154 -0.0306 -0.0128
C 5.2700 -9.1637 -0.8320 -0.0878 -0.0849 -0.2888
C 4.3035 -8.1975 -1.0935 -0.0989 0.1635 0.0731
H 3.2947 -9.2364 -4.1594 0.0225 0.0197 0.0469
H 5.0423 -10.9537 -3.7107 -0.0679 0.1010 0.0541
H 6.2920 -10.9054 -1.5720 -0.0903 0.0932 -0.0176
H 5.8158 -9.1443 0.1055 -0.0719 0.0346 -0.1021
H 4.0902 -7.4139 -0.3755 -0.0173 -0.0303 -0.0454
F -2.7397 6.1053 1.9982 0.4550 -0.1285 0.0221
C -4.0325 6.2720 2.3376 -1.2072 0.1707 0.3279
C -4.5742 5.4998 3.3533 0.2093 -0.1098 0.0102
C -5.9082 5.6754 3.7074 0.0129 0.2169 -0.2603
C -6.6873 6.6137 3.0342 -0.0127 -0.0225 0.0304
C -6.1335 7.3799 2.0124 0.0767 -0.2253 0.2035
C -4.7967 7.2125 1.6654 0.2078 0.0417 -0.1513
H -3.9545 4.7688 3.8603 -0.0030 0.0483 -0.0096
H -6.3405 5.0820 4.5059 0.0801 0.0456 -0.0905
H -7.7290 6.7470 3.3080 0.1330 -0.0119 -0.0371
H -6.7427 8.1073 1.4865 0.1099 -0.0693 0.0497
H -4.3466 7.8067 0.8783 -0.0077 -0.0395 0.0342
F 2.3172 -10.6701 -6.3423 0.2319 -0.0111 -0.0259
C 1.0283 -10.5022 -6.0086 -0.9156 0.0898 0.2472
C 0.4834 -11.2650 -4.9859 0.1678 -0.0834 0.0523
C -0.8514 -11.0871 -4.6367 0.0415 0.2325 -0.2660
C -1.6298 -10.1563 -5.3206 -0.0395 -0.0127 0.0357
C -1.0743 -9.3996 -6.3485 0.1023 -0.2161 0.2104
C 0.2634 -9.5690 -6.6912 0.1292 0.0735 -0.1208
H 1.1019 -11.9905 -4.4701 0.0010 0.0583 -0.0477
H -1.2850 -11.6732 -3.8334 0.0815 0.0367 -0.0939
H -2.6724 -10.0212 -5.0504 0.1227 -0.0149 -0.0387
H -1.6832 -8.6779 -6.8828 0.1008 -0.0667 0.0465
H 0.7142 -8.9821 -7.4829 0.0064 -0.0688 0.0361

***

(3)
47
Properties=species:S:1:pos:R:3:forces:R:3 method="wB97M-V/def2-TZVPD" total_charge=0 lumo_energy_ev=-0.6 homo_lumo_gap_ev=9.7
C 3.8000 -1.0157 -6.1175 -3.8718 0.7813 6.4650
C 3.0697 -0.6728 -5.0627 4.3578 -2.0715 -3.6873
O 2.5695 -0.3946 -3.7256 0.5951 -0.2671 -3.1350
S 2.1874 -1.9282 -3.0360 -3.5550 -3.1847 -1.0541
O 0.7361 -2.3018 -3.3431 4.4546 2.1178 1.3953
O 2.2985 -1.8243 -1.3144 2.2387 0.6629 -1.4775
C 3.6697 -2.1928 -0.9565 2.2025 -3.9495 -0.3672
C 4.2275 -3.4938 -1.2919 -0.9440 2.9155 0.7256
H 4.4563 -1.6207 -6.8615 -1.7747 1.7892 1.5325
H 4.3919 -1.4726 -0.3953 -2.2254 -1.0319 -0.7628
H 3.8575 -4.1564 -2.1534 0.0883 0.9840 1.8480
H 5.1496 -3.8951 -0.7016 -1.5848 1.2761 -1.4405
C 0.3744 0.7926 -0.0414 0.2368 -0.2024 -0.2064
N 0.0570 1.3116 1.3149 -0.0512 0.2052 0.2297
O 0.6881 0.8481 2.2570 -0.6219 0.4638 -0.4379
O -0.8182 2.1693 1.3896 0.7480 -0.7309 0.2135
H 1.1617 0.0442 0.0421 -0.1780 0.1475 0.0963
H -0.5368 0.3503 -0.4453 0.0621 0.1907 -0.0130
H 0.7077 1.6365 -0.6465 -0.1976 -0.0235 0.0843
C -3.5910 0.7382 2.1940 0.3109 0.0680 -0.1360
N -4.7918 -0.0925 1.9136 -0.4410 -0.2363 0.0889
O -4.8463 -0.6518 0.8242 -0.1506 0.2611 0.7430
O -5.6380 -0.1555 2.7942 0.6151 -0.0353 -0.8430
H -2.9292 0.7026 1.3296 -0.2282 0.0072 0.1292
H -3.9313 1.7574 2.3771 0.0474 -0.1746 0.0833
H -3.0998 0.3204 3.0731 -0.1612 0.1278 -0.0295
C -3.9728 -0.8561 -2.2739 0.0590 -0.0388 0.3434
N -3.5363 0.1196 -3.3073 0.1374 0.2433 -0.3857
O -3.0227 1.1610 -2.9159 -0.2862 -0.6338 -0.4200
O -3.7235 -0.1920 -4.4758 0.1921 0.3930 0.8584
H -3.7463 -0.4503 -1.2890 -0.0832 -0.0222 -0.2564
H -5.0464 -1.0030 -2.3925 0.1753 -0.0612 -0.0521
H -3.4247 -1.7831 -2.4444 -0.1634 0.0900 -0.1071
C 0.8874 5.8468 1.4732 -0.0343 0.2549 0.2516
N 1.6535 4.7201 0.8790 0.3809 -0.3376 -0.0547
O 2.7046 4.4068 1.4220 -0.7733 0.0561 -0.5382
O 1.1726 4.1880 -0.1134 0.4262 0.2411 0.6693
H 1.4285 6.2203 2.3420 -0.0164 -0.1604 -0.1931
H 0.7983 6.6217 0.7116 -0.0956 -0.1851 0.0394
H -0.0905 5.4623 1.7637 0.0940 0.0352 -0.1857
C 1.0045 -2.1937 3.8398 0.2560 0.1481 -0.1202
N 0.2476 -3.4690 3.9438 -0.1706 -0.5171 0.0099
O 0.7696 -4.4724 3.4750 -0.5240 0.6214 0.3841
O -0.8456 -3.4192 4.4928 0.7794 -0.1296 -0.4324
H 1.9500 -2.3859 3.3335 -0.2177 -0.0662 0.0816
H 0.3953 -1.4951 3.2662 0.0566 -0.0342 0.2084
H 1.1769 -1.8297 4.8528 -0.1641 0.0128 -0.1451

***

(4)
78
Properties=species:S:1:pos:R:3:forces:R:3 method="wB97M-V/def2-TZVPD" total_charge=-1 lumo_energy_ev="2.7 / 0.4" s_squared=6.07 homo_lumo_gap_ev="4.9 / 5.3" multiplicity=5
Rh -0.1672 -0.0652 -0.0065 -0.3009 -0.5458 -0.0332
Cl 4.2306 0.2841 5.8571 -0.0206 -0.0007 -0.0085
C 2.9398 0.2056 4.6737 -0.0654 0.0005 0.1416
C 1.6083 0.1840 5.1362 0.0905 0.0141 0.0126
C 0.5974 0.1243 4.2063 0.0161 -0.0107 -0.0392
C 0.8305 0.0771 2.8142 0.1758 -0.0318 -0.0719
O -0.1890 0.0214 2.0333 -0.1403 0.0787 0.0640
C 2.2226 0.0954 2.3405 -0.1750 0.0583 0.2274
C 2.6339 0.0645 1.0330 -0.0701 -0.0242 -0.1917
N 1.7977 -0.0331 -0.0950 0.3359 0.0373 0.0362
C 2.2993 0.0645 -1.3520 0.0002 -0.0517 0.2404
C 3.6824 0.1825 -1.6841 0.0474 0.0155 -0.1463
C 4.0595 0.2217 -3.0084 -0.0586 -0.0117 0.0765
C 3.1065 0.1413 -4.0256 -0.0138 0.0030 -0.0260
C 1.7259 0.0187 -3.7453 -0.0068 -0.0024 -0.0484
C 0.7246 -0.0990 -4.7319 -0.0184 0.0021 0.0321
C -0.6228 -0.2325 -4.3060 0.0577 0.0075 -0.0366
C -0.9242 -0.2457 -2.9765 0.0401 -0.0253 0.0020
N 0.0305 -0.1474 -2.0052 0.0699 0.1121 -0.0316
C 1.3396 -0.0041 -2.3875 -0.1104 -0.0331 -0.0711
C 3.2473 0.1677 3.3550 -0.0438 -0.0149 -0.1395
H 1.3998 0.2200 6.1961 0.0140 -0.0014 -0.0038
H -0.4389 0.1188 4.5215 -0.0028 -0.0028 -0.0155
H 3.6978 0.1167 0.8562 0.0098 -0.0466 -0.0434
H 4.4376 0.2302 -0.9160 -0.0051 0.0142 0.0156
H 5.1088 0.3084 -3.2601 -0.0035 0.0042 -0.0184
H 3.4212 0.1628 -5.0628 0.0035 -0.0010 0.0057
H 0.9907 -0.0855 -5.7804 -0.0109 -0.0016 0.0050
H -1.4271 -0.3195 -5.0243 0.0076 -0.0015 -0.0074
H -1.9423 -0.3421 -2.6256 0.0000 -0.0004 0.0190
H 4.2842 0.1861 3.0441 -0.0098 -0.0019 -0.0170
C -3.2835 -0.8579 -0.0326 0.0238 0.0535 0.0201
N -2.2576 0.1810 -0.0184 0.0725 -0.1467 -0.0052
C -2.6268 1.4169 -0.0281 -0.0567 0.1929 -0.0186
C -1.6534 2.4477 -0.0609 -0.0377 -0.1591 0.0366
C -1.7240 3.8463 -0.0477 0.0320 0.0145 -0.0310
C -0.4030 4.2919 -0.0812 0.0484 -0.0798 0.0044
C 0.4072 3.1390 -0.1085 -0.0604 0.1240 -0.0566
N -0.3448 2.0404 -0.1008 0.0384 0.2295 0.0757
C -3.9734 -1.0517 1.2980 0.0584 0.0034 0.0271
C -3.2513 -0.9827 2.4891 -0.0199 0.0332 -0.0136
C -3.8864 -1.2103 3.7007 -0.0375 -0.0026 -0.0184
C -5.2450 -1.5034 3.7432 0.0287 0.0066 -0.0059
C -5.9689 -1.5620 2.5622 0.0288 0.0109 -0.0261
C -5.3330 -1.3331 1.3475 -0.0413 -0.0517 0.0248
H -2.7859 -1.7866 -0.3204 0.0021 -0.0329 -0.0029
H -4.0336 -0.6404 -0.8000 -0.0250 0.0516 0.0005
H -3.6895 1.6679 -0.0220 0.0192 0.0056 -0.0068
H -2.6218 4.4448 -0.0178 0.0009 -0.0007 -0.0004
H -0.0575 5.3140 -0.0873 -0.0003 -0.0036 0.0074
H 1.4859 3.0751 -0.1430 -0.0104 0.0041 0.0169
H -2.1970 -0.7282 2.4604 -0.0156 -0.0136 0.0054
H -3.3158 -1.1554 4.6201 -0.0012 -0.0001 -0.0033
H -5.7366 -1.6770 4.6925 0.0028 -0.0029 -0.0005
H -7.0298 -1.7803 2.5835 0.0023 0.0019 -0.0013
H -5.9022 -1.3769 0.4247 0.0030 0.0015 0.0065
C 0.9046 -3.1949 -1.6375 0.0510 -0.0470 0.0047
C 0.3886 -3.2817 -0.1953 -0.0934 -0.0015 -0.1078
C 1.6049 -3.4231 0.7431 0.0579 -0.0170 0.0022
C -0.4121 -2.0633 0.2071 0.0990 0.1720 0.1147
C -0.5544 -4.4822 -0.0390 0.0092 0.0911 0.0379
C -0.7436 -5.0890 1.2030 -0.0076 -0.0217 0.0188
C -1.6469 -6.1289 1.3715 -0.0047 -0.0007 -0.0332
C -2.3925 -6.5922 0.2958 0.0343 0.0376 0.0175
C -2.2226 -5.9949 -0.9444 0.0148 0.0165 0.0049
C -1.3177 -4.9533 -1.1063 -0.0242 -0.0264 -0.0143
H 1.7133 -2.4691 -1.7020 -0.0057 0.0315 0.0058
H 0.1262 -2.8729 -2.3295 0.0176 -0.0036 -0.0059
H 1.2937 -4.1624 -1.9697 0.0082 0.0093 0.0157
H 2.3406 -2.6543 0.5019 -0.0370 -0.0064 0.0137
H 2.0745 -4.4062 0.6320 0.0200 0.0153 -0.0122
H 1.3304 -3.2828 1.7899 0.0020 -0.0153 -0.0182
H -1.0348 -2.2750 1.0832 0.0111 0.0077 -0.0055
H -0.1822 -4.7386 2.0597 -0.0161 -0.0110 -0.0121
H -1.7702 -6.5766 2.3505 -0.0004 0.0018 -0.0015
H -3.0983 -7.4033 0.4243 -0.0025 -0.0002 0.0011
H -2.7998 -6.3372 -1.7954 0.0008 0.0006 0.0021
H -1.2125 -4.4981 -2.0822 -0.0021 -0.0101 0.0079